Record 1
Below is 2 unconnected molecules or ions with the total composition C6H7NO5 at a distorted geometry, with properties calculated with ωB97M-V/def2-TZVPD.

**HOMO energy**: -9.9 eV

The geometry in XYZ format:
```
19
Properties=species:S:1:pos:R:3:forces:R:3:lowdin_charge:R:1
C 1.8930 0.5503 0.1466 -4.139 1.378 1.247 -0.084
C -0.9789 -0.3298 0.0927 1.762 -0.385 -0.627 -0.521
C -0.7453 2.2420 0.2836 3.093 -0.071 1.027 -0.056
C -0.4351 1.9694 -1.1130 -1.402 0.361 -3.028 -0.129
C -0.2039 0.8765 -0.1467 4.440 0.751 -0.067 -0.079
C -0.9752 -2.5455 0.6546 -1.774 -1.203 1.488 -0.050
N 2.2778 -0.7466 -0.5152 2.359 -0.698 0.744 -0.366
O 2.5346 1.1181 0.9642 -0.469 -0.790 -1.733 0.166
O -2.0881 -0.2674 0.4606 -3.438 0.971 0.862 0.144
O 2.5921 -0.7964 -1.6845 -0.858 0.264 0.441 0.114
O 2.4143 -1.6188 0.3263 -0.421 0.197 -0.787 0.102
O -0.3418 -1.4916 -0.0479 1.151 -0.356 -0.458 -0.037
H 0.0690 2.8845 0.6819 -1.036 -0.451 0.491 0.127
H -1.6799 2.1452 0.7842 -0.685 0.409 -0.126 0.109
H -1.2201 1.9820 -1.8806 -0.240 -0.860 0.594 0.121
H 0.3714 2.4645 -1.6619 0.348 -0.153 1.012 0.120
H -0.4375 -2.7780 1.6063 -0.164 0.579 -0.691 0.103
H -1.0442 -3.5566 0.1503 0.162 1.651 -0.230 0.110
H -2.0024 -2.1018 0.8984 1.310 -1.594 -0.160 0.106
```
Positions in Å, forces in eV/Å.

Record 2
Below is C6H7NOS in the gas phase at a distorted geometry, with properties calculated with ωB97M-V/def2-TZVPD.

**HOMO energy**: -9.1 eV

The geometry in XYZ format:
```
16
Properties=species:S:1:pos:R:3:forces:R:3:lowdin_charge:R:1
C -2.3545 -0.0356 0.1477 4.340 -0.433 -1.161 -0.084
C -1.5081 1.0815 0.2308 -1.508 -1.356 0.491 -0.072
C -1.7721 -1.2035 -0.2691 0.284 -3.220 -0.613 -0.092
C -0.1431 0.9526 0.1373 -0.561 0.092 0.349 -0.100
C -0.3527 -1.4046 -0.3702 -0.025 0.220 0.448 -0.077
C 0.4541 -0.3157 -0.0239 -0.161 0.602 -1.979 -0.367
N 2.5912 1.2341 -0.5802 -0.025 -2.960 -0.626 -0.324
O 2.6074 -0.6188 1.2472 1.594 -2.753 -1.825 -0.327
S 2.2780 -0.3574 -0.3682 -1.117 3.355 1.816 0.966
H -3.3578 -0.0771 0.1315 -3.439 0.729 0.342 0.065
H -2.0694 1.9783 0.3466 0.475 1.135 0.172 0.099
H -2.4903 -2.0590 -0.5638 1.458 1.278 0.581 0.130
H 0.3387 1.9076 0.1569 1.106 -0.084 -0.005 0.091
H 0.1786 -2.3454 -0.7023 -1.162 1.011 0.420 0.122
H 3.3493 1.2020 -1.2778 -0.178 0.252 0.315 -0.040
H 2.2507 0.0610 1.7576 -1.080 2.132 1.274 0.009
```
Positions in Å, forces in eV/Å.

Record 3
Below is C6H7NOS2 in the gas phase at a distorted geometry, with properties calculated with ωB97M-V/def2-TZVPD.

**2S+1**: 3
**HOMO energy (alpha / beta)**: -6.2 / -8.5 eV

The geometry in XYZ format:
```
17
Properties=species:S:1:pos:R:3:forces:R:3:lowdin_charge:R:1
C -0.8288 -1.2368 0.5686 0.769 0.955 -1.965 -0.055
C -1.4121 -0.0238 0.5409 0.301 -1.498 0.998 -0.099
C 1.5664 -2.0156 -0.1340 0.322 1.117 0.650 -0.509
C 0.1828 -1.7061 -0.5243 -0.877 -3.679 1.170 -0.274
C -1.1858 1.2922 -0.1238 -0.266 -0.743 -1.730 -0.191
C 0.1380 1.8553 0.2145 -5.714 4.215 3.748 -0.179
N 1.1260 1.2328 -0.3293 8.356 -2.513 -0.173 -0.657
O 1.0630 0.6455 -1.4273 -0.460 0.372 -2.031 -0.084
S 2.6675 1.1626 0.5190 -1.211 -0.240 -0.473 0.588
S 2.8034 -1.1788 0.2403 0.772 -0.542 0.413 0.718
H -1.1951 -1.9038 1.3528 0.458 -0.189 -0.554 0.104
H -2.1409 -0.0141 1.3135 -0.754 0.581 0.694 0.086
H -0.1061 -2.6979 -0.9938 -0.639 1.080 0.611 0.120
H 0.3582 -1.0739 -1.3433 -0.543 1.278 -0.986 0.063
H -1.4043 1.2510 -1.2274 0.863 -0.218 0.711 0.140
H -1.9417 1.9467 0.1719 -1.167 1.127 0.983 0.085
H 0.3096 2.4646 1.1817 -0.209 -1.103 -2.066 0.143
```
Positions in Å, forces in eV/Å.

Record 4
Below is C6H7NS in the gas phase at a distorted geometry, with properties calculated with ωB97M-V/def2-TZVPD.

**HOMO energy (alpha / beta)**: -8.2 / -8.2 eV

The geometry in XYZ format:
```
15
Properties=species:S:1:pos:R:3:forces:R:3:lowdin_charge:R:1
C 0.7156 -1.7303 0.1694 1.219 -3.224 -0.513 -0.082
C 0.2844 -0.5699 0.4068 -2.100 -1.689 -0.788 0.007
C 0.1522 0.7958 0.1056 -0.768 2.192 -0.186 -0.405
C 1.0698 -3.0196 -0.1985 -1.285 3.604 0.606 0.079
C -2.2181 0.8968 0.1327 -2.191 0.277 1.798 -0.740
C 1.3677 1.6682 -0.1054 2.017 1.047 2.433 -0.047
N -0.9572 1.4459 0.0153 2.228 0.103 -1.664 0.003
S -2.4731 -0.8606 -0.0316 2.130 -0.148 0.654 0.616
H 0.7013 -3.2747 -1.1742 0.036 -0.293 -0.372 0.060
H 1.5952 -3.7600 0.3669 0.231 0.078 0.456 0.052
H -2.4669 1.3261 1.1695 -0.591 -0.847 -1.186 0.106
H -2.9810 1.2890 -0.6042 1.027 0.260 0.682 0.078
H 1.1064 2.5035 -0.7773 0.126 -0.419 0.554 0.082
H 2.3209 1.2152 -0.4121 -0.696 -0.524 -0.542 0.067
H 1.7830 2.0746 0.9370 -1.384 -0.418 -1.933 0.123
```
Positions in Å, forces in eV/Å.

ΔE to the lowest compared entry with this formula, charge and spin list, top to bottom, in kJ/mol: 235.2, 159.4, 186.7, 562.7